1.
{"formula": "C4H12OSi", "method": "wB97M-V/def2-TZVPD", "fmax_ha_per_bohr": 0.0743, "total_energy_ev": -14264.717, "lumo_ev": 0.5, "e_homo_ev": -8.8, "e_above_lowest_kj_mol": 484.4, "elements": ["C", "C", "C", "C", "O", "Si", "H", "H", "H", "H", "H", "H", "H", "H", "H", "H", "H", "H"], "coordinates": [[-1.868, 1.215, 0.410], [1.103, -1.904, -0.274], [1.683, 1.430, -0.380], [-1.127, -0.011, -0.252], [-1.849, -1.179, -0.011], [0.735, -0.052, 0.273], [-2.897, 1.337, -0.006], [-1.876, 1.037, 1.453], [-1.247, 2.039, 0.317], [2.153, -2.117, -0.381], [0.599, -2.607, 0.414], [0.621, -2.017, -1.222], [0.990, 2.161, -0.564], [2.541, 1.839, 0.112], [2.076, 1.182, -1.334], [-1.069, 0.135, -1.310], [-1.268, -1.860, 0.217], [0.699, -0.629, 2.539]]}

2.
{"formula": "C4H12OSi", "method": "wB97M-V/def2-TZVPD", "fmax_ha_per_bohr": 0.0709, "total_energy_ev": -14265.822, "lumo_ev": 0.9, "e_homo_ev": -9.0, "e_above_lowest_kj_mol": 377.8, "elements": ["C", "C", "C", "C", "O", "Si", "H", "H", "H", "H", "H", "H", "H", "H", "H", "H", "H", "H"], "coordinates": [[0.603, 2.572, -1.103], [0.844, -1.105, 1.557], [-1.709, -0.516, 0.113], [1.076, 1.294, -0.323], [1.149, 0.068, -1.173], [0.153, -0.220, 0.075], [0.175, 3.173, -0.398], [1.415, 2.991, -1.643], [-0.150, 2.344, -1.812], [0.274, -0.739, 2.380], [0.579, -2.067, 1.405], [1.865, -0.888, 1.537], [-2.327, 0.185, -0.431], [-1.992, -1.379, -0.386], [-2.149, -0.406, 1.170], [2.113, 1.455, 0.215], [-1.276, -3.232, -0.352], [-0.642, -3.529, -0.830]]}